Entry from the Open Molecules 2025 dataset: a 12-piece molecular cluster, C48H67N11OSi overall (ωB97M-V/def2-TZVPD).

As for the SMILES: OCCCC[SiH3].c1cc[nH]c1.c1cc[nH]c1.c1cc[nH]c1.c1cc[nH]c1.c1cc[nH]c1.c1cc[nH]c1.c1cc[nH]c1.c1cc[nH]c1.c1cc[nH]c1.c1cc[nH]c1.c1cc[nH]c1. Its total charge is 0. The HOMO-LUMO gap is 0.3053 hartree.

Each line ends with the Mulliken charge.
Positions of all 128 atoms, in Å:
O 0.722 -1.463 4.059  -0.499
C 0.867 -0.049 4.202  -0.725
C -0.062 0.744 3.279  0.139
C -1.089 1.578 4.017  -1.146
C -2.118 0.746 4.777  -0.069
Si -3.158 -0.360 3.668  0.479
H -0.099 -1.744 4.498  0.289
H 1.897 0.157 3.929  0.419
H 0.746 0.251 5.243  0.265
H 0.538 1.414 2.667  0.067
H -0.526 0.048 2.583  0.275
H -1.605 2.221 3.308  0.387
H -0.581 2.238 4.717  0.422
H -2.812 1.420 5.275  0.501
H -1.664 0.152 5.570  -0.234
H -3.276 0.229 2.312  -0.178
H -4.529 -0.488 4.219  -0.278
H -2.564 -1.709 3.554  -0.064
C -7.879 2.991 2.078  -0.581
C -8.357 1.933 2.897  -0.602
C -7.286 1.125 3.182  -0.426
N -6.186 1.656 2.570  0.141
C -6.537 2.790 1.894  -0.476
H -8.455 3.805 1.670  0.395
H -9.368 1.784 3.236  0.424
H -7.213 0.221 3.764  0.595
H -5.259 1.268 2.615  0.077
H -5.806 3.356 1.343  0.406
C -1.026 -0.591 9.295  -0.881
C -0.530 -1.248 8.137  0.194
C 0.826 -1.372 8.282  -1.047
N 1.166 -0.817 9.483  0.028
C 0.046 -0.338 10.107  -0.379
H -2.050 -0.335 9.508  0.377
H -1.105 -1.594 7.293  0.659
H 1.570 -1.807 7.637  0.456
H 2.098 -0.766 9.851  0.190
H 0.107 0.137 11.070  0.399
C 2.228 2.603 -0.916  -0.454
C 1.595 1.628 -0.098  -0.563
C 2.539 0.701 0.247  -0.701
N 3.722 1.079 -0.333  -0.041
C 3.542 2.242 -1.038  -0.700
H 1.773 3.472 -1.360  0.607
H 0.559 1.604 0.197  0.552
H 2.471 -0.192 0.846  0.565
H 4.591 0.585 -0.241  0.307
H 4.358 2.708 -1.563  0.479
C 2.005 5.819 -3.722  -0.457
C 3.026 6.810 -3.733  -0.494
C 4.221 6.162 -3.892  -0.604
N 3.960 4.820 -3.978  0.213
C 2.613 4.602 -3.877  -0.815
H 0.946 5.982 -3.616  0.471
H 2.897 7.874 -3.637  0.412
H 5.228 6.539 -3.955  0.439
H 4.653 4.105 -4.105  0.204
H 2.208 3.606 -3.928  0.614
C 6.443 -3.088 -2.558  -0.682
C 5.281 -3.845 -2.239  -0.223
C 4.276 -2.956 -1.960  -0.844
N 4.788 -1.697 -2.091  0.101
C 6.104 -1.764 -2.460  -0.483
H 7.413 -3.471 -2.827  0.455
H 5.195 -4.919 -2.215  0.485
H 3.246 -3.105 -1.682  0.494
H 4.262 -0.852 -1.946  0.232
H 6.685 -0.872 -2.620  0.428
C 6.161 -8.136 -5.124  -0.572
C 6.588 -7.505 -6.323  -0.407
C 6.427 -6.156 -6.153  -0.523
N 5.923 -5.948 -4.900  0.129
C 5.757 -7.148 -4.266  -0.233
H 6.153 -9.193 -4.915  0.383
H 6.968 -7.987 -7.208  0.388
H 6.629 -5.330 -6.813  0.367
H 5.706 -5.050 -4.504  0.168
H 5.368 -7.200 -3.263  0.311
C -0.839 -3.769 0.224  -0.244
C -0.488 -4.464 -0.966  -0.742
C 0.868 -4.642 -0.948  -0.453
N 1.348 -4.082 0.206  0.019
C 0.316 -3.544 0.924  -0.733
H -1.828 -3.469 0.530  0.471
H -1.155 -4.795 -1.744  0.419
H 1.529 -5.117 -1.653  0.460
H 2.313 -4.064 0.482  0.240
H 0.491 -3.050 1.864  0.594
C 3.471 0.949 -7.412  -0.944
C 3.729 2.003 -6.492  -0.107
C 3.133 3.135 -6.982  -0.517
N 2.527 2.803 -8.160  0.092
C 2.727 1.475 -8.432  -0.210
H 3.793 -0.075 -7.332  0.389
H 4.289 1.929 -5.574  0.393
H 3.086 4.138 -6.597  0.407
H 2.012 3.446 -8.736  0.156
H 2.325 1.018 -9.320  0.333
C -3.543 -6.037 5.303  -0.522
C -4.763 -5.345 5.075  -0.478
C -4.508 -4.007 5.217  -0.453
N -3.182 -3.868 5.526  0.144
C -2.587 -5.099 5.581  -0.409
H -3.387 -7.102 5.267  0.402
H -5.718 -5.779 4.834  0.402
H -5.152 -3.149 5.126  0.377
H -2.716 -2.996 5.689  0.172
H -1.540 -5.202 5.810  0.377
C -8.256 3.971 7.555  -0.571
C -8.532 2.849 8.385  -0.431
C -8.476 1.734 7.592  -0.535
N -8.177 2.139 6.320  0.196
C -8.042 3.498 6.287  -0.309
H -8.220 5.004 7.855  0.384
H -8.749 2.861 9.440  0.392
H -8.622 0.693 7.823  0.363
H -8.072 1.538 5.522  0.110
H -7.806 4.006 5.368  0.355
C -0.665 5.129 -12.435  -0.367
C 0.663 5.631 -12.353  -0.561
C 1.383 4.760 -11.582  -0.254
N 0.537 3.754 -11.192  0.041
C -0.712 3.971 -11.708  -0.551
H -1.490 5.570 -12.968  0.391
H 1.046 6.526 -12.812  0.391
H 2.417 4.765 -11.283  0.370
H 0.792 2.967 -10.626  0.187
H -1.520 3.287 -11.516  0.356

---

Entry from the Open Molecules 2025 dataset: a 12-piece molecular cluster, C48H72O24 overall in a non-equilibrium geometry (ωB97M-V/def2-TZVPD).

Its total charge is +1. As for the spin multiplicity: 2. The HOMO-LUMO gap (spin up / spin down) is 0.3051 / 0.1085 hartree.

Each line ends with the Löwdin spin population.
Positions of all 144 atoms, in Å:
O 4.511 2.346 2.846  0.000
C 4.750 1.137 2.922  0.000
O 5.927 0.625 2.778  0.000
C 5.976 -0.811 3.039  0.000
C 4.633 -1.043 3.662  0.000
C 3.754 0.037 3.063  0.000
H 6.719 -1.095 3.784  0.000
H 6.110 -1.451 2.167  0.000
H 4.739 -0.993 4.745  0.000
H 4.270 -2.047 3.442  0.000
H 2.970 0.368 3.743  0.000
H 3.265 -0.176 2.113  0.000
O 1.317 2.866 -4.390  0.000
C 1.863 3.511 -3.477  0.000
O 2.707 4.569 -3.676  0.000
C 2.894 5.283 -2.441  0.000
C 1.895 4.699 -1.415  0.000
C 1.598 3.272 -1.978  0.001
H 2.778 6.340 -2.682  0.000
H 3.883 5.141 -2.007  0.000
H 1.048 5.384 -1.369  0.000
H 2.267 4.652 -0.391  0.000
H 0.540 3.047 -1.843  0.000
H 2.170 2.462 -1.525  0.000
O 1.704 -0.837 5.702  0.000
C 1.266 -1.900 5.220  0.000
O 1.103 -2.966 5.923  0.000
C 0.595 -4.077 5.230  0.000
C 0.854 -3.766 3.799  0.000
C 0.965 -2.213 3.798  0.000
H -0.450 -4.237 5.492  0.000
H 1.165 -4.990 5.403  0.000
H 0.039 -4.209 3.227  0.000
H 1.837 -4.084 3.451  0.000
H -0.020 -1.795 3.589  0.000
H 1.687 -1.770 3.113  0.000
O -1.703 1.792 -2.709  0.000
C -2.327 2.037 -3.726  0.000
O -3.457 2.836 -3.733  0.000
C -4.030 2.878 -5.081  0.000
C -3.126 1.963 -5.964  0.000
C -2.004 1.450 -5.058  0.000
H -3.942 3.889 -5.478  0.000
H -5.086 2.612 -5.135  0.000
H -2.657 2.488 -6.797  0.000
H -3.636 1.159 -6.496  0.000
H -0.972 1.709 -5.296  0.000
H -2.008 0.368 -4.929  0.000
O -4.874 -0.273 1.016  0.000
C -6.070 -0.521 1.173  0.000
O -6.840 -1.398 0.434  0.000
C -8.259 -1.208 0.655  0.000
C -8.299 -0.557 2.040  0.000
C -6.949 0.080 2.262  0.000
H -8.754 -2.162 0.834  0.000
H -8.660 -0.628 -0.177  0.000
H -8.478 -1.344 2.772  0.000
H -9.132 0.142 2.109  0.000
H -6.619 -0.164 3.272  0.000
H -7.038 1.165 2.313  0.000
O 2.388 0.060 -0.052  0.000
C 1.218 -0.305 0.120  0.000
O 1.068 -1.651 0.205  0.000
C -0.333 -1.969 0.257  0.000
C -1.038 -0.708 0.782  0.000
C -0.100 0.480 0.403  0.000
H -0.467 -2.943 0.728  0.000
H -0.603 -2.168 -0.780  0.000
H -1.083 -0.748 1.871  0.000
H -2.064 -0.587 0.434  0.000
H 0.106 1.275 1.121  0.000
H -0.388 0.880 -0.569  0.000
O -4.618 3.078 3.327  0.000
C -3.959 2.867 2.335  0.000
O -4.469 3.005 1.083  0.000
C -3.448 3.036 0.079  0.000
C -2.233 3.495 0.878  0.000
C -2.386 2.865 2.279  0.000
H -3.624 3.652 -0.802  0.000
H -3.254 2.046 -0.333  0.000
H -2.141 4.569 1.034  0.000
H -1.376 3.133 0.309  0.000
H -2.011 3.448 3.120  0.000
H -2.014 1.845 2.380  0.000
O 1.871 5.459 3.086  0.000
C 1.641 4.423 3.652  0.000
O 1.101 3.325 3.105  0.000
C 0.784 2.260 3.980  0.000
C 1.634 2.580 5.205  0.000
C 1.801 4.099 5.086  0.000
H 1.159 1.332 3.549  0.000
H -0.288 2.203 4.170  0.000
H 2.567 2.017 5.186  0.000
H 1.106 2.336 6.126  0.000
H 2.787 4.411 5.431  0.000
H 0.944 4.457 5.657  0.000
O 5.423 -2.266 0.135  0.000
C 4.424 -2.901 -0.053  0.000
O 3.937 -3.658 0.972  0.000
C 2.789 -4.353 0.668  0.000
C 2.662 -4.258 -0.914  0.000
C 3.550 -3.030 -1.275  0.000
H 1.955 -3.814 1.119  0.000
H 2.828 -5.397 0.979  0.000
H 1.635 -4.047 -1.212  0.000
H 2.955 -5.195 -1.387  0.000
H 2.980 -2.105 -1.365  0.000
H 4.148 -3.172 -2.176  0.000
O -1.113 -4.481 -1.746  0.000
C -1.088 -5.018 -2.851  0.000
O -2.031 -4.698 -3.854  0.000
C -1.753 -5.416 -5.073  0.000
C -0.387 -6.001 -4.896  0.000
C -0.096 -6.022 -3.381  0.000
H -1.830 -4.725 -5.912  0.000
H -2.442 -6.258 -5.143  0.000
H 0.366 -5.430 -5.439  0.000
H -0.425 -7.053 -5.178  0.000
H 0.904 -5.624 -3.207  0.000
H -0.252 -7.020 -2.971  0.000
O 7.898 3.277 0.761  0.697
C 6.895 2.780 0.344  0.086
O 6.925 1.494 -0.067  0.059
C 5.659 1.098 -0.665  0.008
C 4.998 2.420 -0.951  0.037
C 5.544 3.428 0.101  0.097
H 5.132 0.386 -0.031  0.000
H 5.943 0.547 -1.562  0.003
H 3.936 2.316 -0.725  0.010
H 5.040 2.759 -1.986  0.001
H 4.902 3.566 0.971  0.002
H 5.610 4.473 -0.199  -0.001
O -5.965 0.472 -3.603  0.000
C -5.053 -0.330 -3.538  0.000
O -4.581 -1.028 -4.557  0.000
C -3.476 -1.855 -4.300  0.000
C -3.026 -1.504 -2.907  0.000
C -4.194 -0.614 -2.391  0.000
H -2.642 -1.634 -4.966  0.000
H -3.742 -2.889 -4.518  0.000
H -2.094 -0.941 -2.960  0.000
H -2.702 -2.410 -2.395  0.000
H -3.974 0.209 -1.711  0.000
H -4.858 -1.228 -1.782  0.000

---

Entry from the Open Molecules 2025 dataset: a 12-piece molecular cluster, C48H72O36 overall in a non-equilibrium geometry (ωB97M-V/def2-TZVPD).

As for the SMILES: C[C@H]1COC(=O)O1.C[C@H]1COC(=O)O1.C[C@H]1COC(=O)O1.C[C@H]1COC(=O)O1.C[C@H]1COC(=O)O1.C[C@H]1COC(=O)O1.C[C@H]1COC(=O)O1.C[C@H]1COC(=O)O1.C[C@H]1COC(=O)O1.C[C@H]1COC(=O)O1.C[C@H]1COC(=O)O1.C[C@H]1COC(=O)O1. Its total charge is 0. The HOMO-LUMO gap is 0.3604 hartree.

Each line ends with the Mulliken charge.
Positions of all 156 atoms, in Å:
C 12.498 16.279 14.425  -0.860
C 11.052 16.701 14.419  0.622
C 10.836 18.204 14.294  -0.534
O 10.211 18.470 13.032  -0.382
C 9.925 17.255 12.452  0.492
O 9.309 17.054 11.443  -0.549
O 10.450 16.228 13.214  -0.260
H 12.980 16.476 15.347  0.393
H 13.031 16.686 13.561  0.296
H 12.600 15.188 14.390  0.010
H 10.454 16.292 15.229  0.119
H 11.729 18.776 14.263  0.214
H 10.213 18.613 15.046  0.353
C 18.764 10.423 15.936  -0.289
C 18.077 9.145 15.614  0.080
C 17.002 9.221 14.498  -0.038
O 17.777 9.153 13.299  -0.334
C 18.877 8.502 13.546  0.810
O 19.549 8.047 12.686  -0.565
O 19.117 8.431 14.877  -0.440
H 19.043 10.868 14.963  -0.096
H 19.676 10.188 16.509  0.347
H 18.069 11.060 16.505  0.037
H 17.670 8.534 16.436  0.445
H 16.452 10.166 14.463  -0.171
H 16.303 8.401 14.601  0.425
C 11.866 14.289 10.486  -0.925
C 12.115 12.904 10.965  0.682
C 13.025 12.814 12.208  1.031
O 12.207 12.049 13.172  -0.391
C 10.917 12.000 12.761  0.480
O 10.006 11.567 13.408  -0.624
O 10.825 12.402 11.486  -0.435
H 11.424 14.302 9.447  0.323
H 12.817 14.840 10.400  0.033
H 11.250 14.853 11.201  0.256
H 12.371 12.186 10.169  0.329
H 13.276 13.733 12.754  -0.547
H 13.914 12.263 11.962  -0.204
C 21.822 20.518 18.771  -1.386
C 21.770 19.468 17.704  0.301
C 22.302 18.065 18.210  -0.505
O 21.118 17.227 18.179  -0.368
C 20.069 17.889 17.664  0.488
O 18.972 17.416 17.489  -0.412
O 20.405 19.153 17.382  -0.144
H 22.858 20.681 19.075  0.400
H 21.326 20.111 19.644  0.350
H 21.397 21.436 18.388  0.345
H 22.220 19.663 16.718  0.349
H 22.698 18.053 19.243  0.284
H 23.040 17.582 17.545  0.281
C 16.689 16.615 9.126  -1.157
C 16.855 15.219 9.589  0.383
C 16.499 15.021 11.029  1.323
O 15.795 13.769 11.018  0.020
C 15.439 13.450 9.769  0.350
O 14.825 12.450 9.517  -0.617
O 15.939 14.361 8.921  -0.439
H 16.986 16.669 8.057  0.484
H 17.370 17.316 9.711  0.086
H 15.632 16.963 9.208  0.223
H 17.818 14.744 9.396  0.292
H 15.784 15.762 11.342  -0.744
H 17.355 14.915 11.684  -0.298
C 16.111 14.108 18.316  -0.306
C 15.301 13.864 19.554  0.418
C 14.406 12.621 19.328  -0.184
O 15.185 11.583 19.882  -0.429
C 16.080 12.077 20.795  0.512
O 16.688 11.418 21.507  -0.454
O 16.095 13.459 20.636  -0.482
H 15.495 14.417 17.497  -0.132
H 16.739 13.277 18.038  0.045
H 16.665 14.989 18.634  0.027
H 14.770 14.735 19.902  0.492
H 14.216 12.400 18.265  0.183
H 13.423 12.695 19.872  0.199
C 8.338 14.168 17.619  -1.613
C 9.650 13.528 17.482  0.473
C 10.121 13.309 16.073  -0.248
O 11.577 13.505 16.239  -0.139
C 11.807 14.278 17.262  0.517
O 12.957 14.681 17.476  -0.532
O 10.709 14.409 18.016  -0.419
H 7.676 13.510 17.090  0.453
H 8.216 15.104 17.118  0.353
H 7.907 14.123 18.631  0.354
H 9.629 12.620 18.060  0.324
H 9.745 14.002 15.310  0.059
H 9.936 12.295 15.680  0.441
C 17.354 21.084 19.407  -1.459
C 16.551 20.933 18.157  0.352
C 17.398 21.085 16.883  -0.335
O 16.783 20.165 15.978  -0.176
C 15.945 19.292 16.696  0.411
O 15.262 18.515 16.124  -0.499
O 15.992 19.623 17.996  -0.343
H 17.834 22.062 19.332  0.385
H 17.889 20.165 19.613  0.274
H 16.659 21.124 20.215  0.418
H 15.669 21.535 18.041  0.444
H 18.451 20.823 17.019  -0.033
H 17.299 22.066 16.485  0.374
C 18.167 16.735 14.470  -0.474
C 17.184 15.869 15.317  0.880
C 15.658 15.918 14.870  0.104
O 15.420 14.730 14.223  0.393
C 16.361 13.791 14.552  -0.279
O 16.272 12.588 14.485  -0.410
O 17.451 14.431 15.051  0.760
H 17.885 17.787 14.616  -0.411
H 17.996 16.443 13.439  0.046
H 19.116 16.368 14.884  0.142
H 17.359 15.945 16.398  0.020
H 15.496 16.792 14.246  -0.137
H 14.969 15.963 15.739  -0.125
C 18.472 11.995 12.072  0.387
C 19.188 11.611 10.813  0.204
C 19.043 10.320 10.210  -0.248
O 19.316 10.497 8.826  -0.412
C 19.129 11.797 8.531  0.545
O 19.222 12.290 7.477  -0.556
O 18.781 12.424 9.654  -0.285
H 18.851 12.951 12.501  0.105
H 18.644 11.207 12.793  -0.384
H 17.381 11.980 12.020  -0.249
H 20.259 11.860 10.889  0.075
H 18.001 9.982 10.392  0.284
H 19.783 9.650 10.588  0.281
C 20.318 13.601 16.827  -0.755
C 21.391 13.644 15.804  0.538
C 22.625 12.740 16.072  -0.484
O 22.976 12.289 14.738  -0.372
C 21.976 12.573 13.888  0.429
O 21.954 12.267 12.752  -0.483
O 20.898 13.174 14.565  0.055
H 19.981 12.580 16.931  0.160
H 19.522 14.274 16.473  -0.238
H 20.671 13.930 17.841  0.363
H 21.628 14.737 15.733  0.088
H 22.255 11.945 16.730  0.308
H 23.480 13.208 16.553  0.316
C 15.443 21.587 12.754  -1.213
C 15.802 20.466 11.819  0.383
C 16.921 19.492 12.282  -0.001
O 16.365 18.180 12.136  0.207
C 15.056 18.300 11.826  0.363
O 14.283 17.400 11.766  -0.458
O 14.701 19.574 11.596  -0.516
H 15.633 21.377 13.813  0.113
H 14.357 21.788 12.690  0.342
H 15.941 22.543 12.443  0.353
H 15.985 20.796 10.835  0.499
H 17.155 19.575 13.317  -0.249
H 17.773 19.560 11.594  0.253

---

In order of appearance, energy relative to the best compared isomer or geometry (same formula, charge and spin) = 0.0, 0.0, 80.5 kcal per mole.